[1]
{"formula": "C3H13N2O", "method": "ωB97M-V/def2-TZVPD", "lumo_ev": -3.00, "total_charge": 1, "homo_energy_ev": -13.09, "relative_energy_kj_mol": 90.6, "energy_ev": -8343.04277, "species": ["N", "C", "C", "N", "C", "H", "H", "H", "H", "H", "H", "H", "H", "H", "H", "H", "H", "H", "O"], "coordinates": [[0.6593, -0.0626, 0.8641], [0.5545, -0.7080, -0.5015], [0.5996, 0.5557, -1.4899], [-0.1810, 1.6629, -0.9836], [-1.5964, 1.4354, -0.8358], [-0.0832, 0.6421, 0.8860], [1.5563, 0.3664, 1.0834], [0.4821, -0.8414, 1.5180], [-0.3868, -1.2499, -0.5391], [1.3349, -1.3806, -0.8378], [0.2521, 0.1890, -2.4467], [1.6563, 0.8574, -1.6025], [-0.0211, 2.5764, -1.3799], [-1.7867, 0.3801, -0.5310], [-2.0953, 2.0067, -0.0545], [-2.2338, 1.4778, -1.7273], [0.8136, -2.3423, 3.4738], [0.1474, -3.2494, 2.4628], [0.3284, -2.3155, 2.6414]]}

[2]
{"formula": "C3H13N2O", "method": "ωB97M-V/def2-TZVPD", "lumo_ev": -3.05, "total_charge": 1, "homo_energy_ev": -13.44, "relative_energy_kj_mol": 105.0, "energy_ev": -8342.89353, "species": ["N", "C", "C", "C", "N", "H", "H", "H", "H", "H", "H", "H", "H", "H", "H", "H", "H", "H", "O"], "coordinates": [[0.6723, 0.7835, -0.2512], [-0.6029, -0.1555, -0.5083], [-1.1395, -0.4752, 0.9344], [-0.1268, -1.4540, -1.1038], [0.9157, -2.1700, -0.3516], [1.5101, 0.2712, -0.5156], [0.7082, 0.9927, 0.7516], [0.7363, 1.6622, -0.7459], [-1.2589, 0.4772, -1.1001], [-0.8060, -1.4675, 1.1631], [-2.2141, -0.4410, 0.9725], [-0.7271, 0.2766, 1.6236], [-1.0912, -1.9908, -1.2785], [0.3706, -1.3146, -2.0721], [0.6818, -2.2465, 0.6247], [1.2514, -2.9481, -0.9113], [0.9632, 3.5676, 1.4004], [-0.2658, 3.6266, 0.5429], [0.4228, 3.0057, 0.8252]]}

[3]
{"formula": "C3H13N2O", "method": "ωB97M-V/def2-TZVPD", "lumo_ev": -2.85, "total_charge": 1, "homo_energy_ev": -14.18, "relative_energy_kj_mol": 76.5, "energy_ev": -8343.18952, "species": ["C", "N", "C", "N", "C", "H", "H", "H", "H", "H", "H", "H", "H", "H", "H", "H", "H", "H", "O"], "coordinates": [[1.0556, 0.8933, -0.7691], [2.3078, 0.4727, -0.1640], [0.1270, -0.3349, -0.9065], [0.3135, -1.2209, 0.3321], [-0.2827, -0.6017, 1.5411], [1.1817, 1.2176, -1.8076], [0.5532, 1.6681, -0.1930], [2.9203, 0.1534, -0.9076], [2.8434, 1.1771, 0.3058], [0.5795, -0.9044, -1.7200], [-0.8931, -0.0541, -1.1241], [-0.2742, -2.0170, 0.0788], [1.3329, -1.3513, 0.3708], [-1.3047, -0.2908, 1.3469], [0.3331, 0.2352, 1.8588], [-0.2860, -1.3139, 2.3637], [-3.4073, 0.5683, -0.9532], [-3.3399, 1.4490, 0.2946], [-3.0163, 0.6122, -0.1015]]}

[4]
{"formula": "C3H13N2O", "method": "ωB97M-V/def2-TZVPD", "lumo_ev": -3.23, "total_charge": 1, "homo_energy_ev": -13.45, "relative_energy_kj_mol": 103.0, "energy_ev": -8342.91446, "species": ["N", "C", "C", "N", "H", "H", "H", "H", "H", "H", "H", "H", "H", "C", "O", "H", "H", "H", "H"], "coordinates": [[-1.0699, 0.9032, 0.0212], [-1.1006, -0.2288, -0.9701], [0.0786, -0.1329, -1.9228], [-0.0654, -1.1764, -2.9157], [-0.4419, 0.6676, 0.8310], [-0.7360, 1.7522, -0.4377], [-2.0081, 1.1106, 0.3677], [-1.0698, -1.1460, -0.3839], [-2.0322, -0.1826, -1.5159], [0.0361, 0.8288, -2.4342], [1.0158, -0.1588, -1.3542], [0.6244, -1.0878, -3.6489], [0.0645, -2.0930, -2.5085], [1.1708, 0.3520, 3.1401], [0.4594, -0.1811, 1.9969], [2.2029, 0.0099, 3.1440], [1.1412, 1.4383, 3.1042], [0.6611, 0.0133, 4.0351], [1.0693, -0.6887, 1.4517]]}

[5]
{"formula": "C3H13N2O2S", "method": "ωB97M-V/def2-TZVPD", "lumo_ev": 3.79, "total_charge": -1, "homo_energy_ev": -3.10, "relative_energy_kj_mol": 171.1, "energy_ev": -21232.59510, "species": ["N", "C", "C", "S", "C", "N", "H", "H", "H", "H", "H", "H", "H", "H", "H", "H", "H", "O", "H", "H", "O"], "coordinates": [[0.4378, 1.0991, -1.3920], [1.0303, 0.4344, -0.1425], [0.1411, -0.6679, 0.4486], [0.1706, -1.7552, -1.0344], [1.3819, 1.5650, 0.7764], [2.4632, 2.4570, 0.1798], [0.7598, 0.6178, -2.1346], [-0.5917, 1.1074, -1.3633], [2.0105, 0.0534, -0.5154], [0.6324, -1.2405, 1.2228], [-0.8809, -0.4148, 0.7585], [0.5280, 2.1628, 1.1063], [1.8778, 1.1097, 1.7305], [2.2126, 2.8539, -0.6932], [3.3273, 1.9050, 0.0841], [-3.3804, -0.3600, -0.5820], [-1.8990, -0.9483, -1.0086], [-2.9859, -1.1603, -0.9319], [-2.0627, -2.7570, 1.7944], [-2.3993, -2.9065, 0.4007], [-2.7735, -3.1551, 1.2956]]}

[6]
{"formula": "C3H13N2O3", "method": "ωB97M-V/def2-TZVPD", "lumo_ev": 3.79, "total_charge": -1, "homo_energy_ev": -3.86, "relative_energy_kj_mol": 56.3, "energy_ev": -12444.51147, "species": ["C", "N", "C", "O", "C", "N", "H", "H", "H", "H", "H", "H", "H", "H", "H", "H", "H", "O", "H", "H", "O"], "coordinates": [[-0.2987, 0.8639, 1.0829], [-1.2036, -0.0558, 0.4749], [-0.8705, -0.4506, -0.9906], [-1.7463, 0.0059, -1.8826], [0.9894, 0.1587, 1.7083], [0.7591, -1.1380, 2.2401], [0.0946, 1.5929, 0.3514], [-0.7373, 1.4090, 1.9343], [-2.1242, 0.2858, 0.2141], [0.1321, -0.0089, -1.2829], [-0.8613, -1.5645, -0.9939], [1.6390, 0.1175, 0.8228], [1.5089, 0.8673, 2.3499], [0.2363, -1.2069, 3.1060], [0.2333, -1.6717, 1.5750], [1.4868, -1.1458, -1.0829], [1.4076, -2.6003, -1.3909], [2.0686, -1.9135, -1.2274], [-1.4638, 1.5474, -2.4074], [-0.2668, 2.4764, -1.9855], [-0.9833, 2.4311, -2.6154]]}

[7]
{"formula": "C3H13N2OS2", "method": "ωB97M-V/def2-TZVPD", "lumo_ev": [-8.26, -11.81], "total_charge": 2, "homo_energy_ev": [-17.03, -17.01], "relative_energy_kj_mol": 0.0, "multiplicity": 2, "energy_ev": -30001.49764, "species": ["S", "S", "C", "C", "C", "N", "N", "H", "H", "H", "H", "H", "H", "H", "H", "H", "H", "H", "H", "H", "O"], "coordinates": [[-1.0258, 2.9119, -0.0475], [-1.0235, 1.4214, -1.4297], [-1.2202, -0.1371, -0.4778], [0.1720, -0.6815, -0.2342], [0.2786, -2.2068, -0.5517], [-0.1280, -2.9730, 0.6092], [0.5822, -0.4988, 1.2515], [-2.0861, 2.6297, 0.7736], [-1.8883, -0.7302, -1.1101], [-1.8054, -0.0266, 0.4418], [1.1230, -0.3659, -0.6696], [1.3031, -2.4060, -0.8682], [-0.3508, -2.3979, -1.4351], [0.2057, -3.9289, 0.6379], [-1.1324, -2.9939, 0.6913], [0.8583, 0.4739, 1.3781], [1.5025, -0.9389, 1.4160], [-0.1459, -0.7792, 1.9040], [3.6972, -0.6593, 2.1497], [3.9979, -1.9534, 1.4395], [3.4072, -1.1960, 1.4099]]}

[8]
{"formula": "C3H13N2Si", "method": "ωB97M-V/def2-TZVPD", "lumo_ev": -3.26, "total_charge": 1, "smiles": "CN[C@@H]([SiH3])[NH2+]C", "homo_energy_ev": -13.57, "relative_energy_kj_mol": 325.4, "energy_ev": -14170.41728, "species": ["C", "C", "C", "N", "N", "Si", "H", "H", "H", "H", "H", "H", "H", "H", "H", "H", "H", "H", "H"], "coordinates": [[-1.8514, -0.9527, 0.6611], [-0.4036, 2.1329, -0.3740], [0.5182, -0.1585, 0.1974], [-0.8521, -0.8158, -0.4492], [0.7244, 1.1277, -0.5357], [1.8256, -1.6038, 0.1367], [-2.2500, 0.1269, 0.9306], [-2.6462, -1.5918, 0.4091], [-1.2303, -1.3102, 1.5318], [-1.3974, 1.7355, -0.5124], [-0.5428, 2.5445, 0.7386], [-0.1057, 3.0118, -1.0733], [0.1025, 0.2796, 1.1687], [-0.5662, -1.7112, -0.8006], [1.4952, 1.6780, -0.2355], [0.8164, 0.9305, -1.5873], [1.0845, -2.8640, 0.3304], [3.0613, -1.0601, 0.6856], [2.2175, -1.4992, -1.2219]]}

Number 5 is which compound? C3H13N2O2S